[1]
{"formula": "C31H47ClO2P2Rh", "method": "the ωB97M-V functional and the def2-TZVPD basis", "species": ["Rh", "C", "C", "C", "C", "C", "C", "H", "H", "H", "C", "H", "H", "H", "C", "H", "H", "H", "C", "H", "H", "H", "C", "H", "H", "H", "C", "C", "C", "C", "C", "C", "C", "C", "H", "H", "H", "H", "H", "H", "H", "H", "H", "H", "H", "H", "P", "P", "C", "C", "H", "H", "H", "H", "C", "H", "H", "H", "C", "H", "H", "H", "C", "H", "H", "H", "C", "H", "H", "H", "Cl", "C", "C", "C", "C", "C", "C", "C", "O", "O", "H", "H", "H", "H"], "positions_angstrom": [[1.21, 1.78, -1.52], [1.53, -0.84, -0.01], [1.67, 0.65, 0.26], [-0.13, -0.30, 1.48], [0.46, -1.35, 0.69], [0.59, 0.87, 1.30], [2.59, -1.67, -0.62], [3.41, -1.08, -1.04], [2.20, -2.32, -1.41], [3.02, -2.35, 0.14], [0.09, -2.79, 0.80], [0.49, -3.36, -0.05], [-1.00, -2.91, 0.79], [0.47, -3.23, 1.73], [-1.22, -0.54, 2.46], [-0.90, -1.19, 3.29], [-2.06, -1.05, 1.96], [-1.60, 0.39, 2.88], [0.59, 2.02, 2.23], [1.11, 1.78, 3.18], [-0.42, 2.32, 2.53], [1.09, 2.90, 1.79], [3.03, 1.11, 0.72], [3.14, 0.90, 1.79], [3.16, 2.18, 0.54], [3.83, 0.56, 0.21], [1.08, 1.76, -5.94], [2.40, 1.60, -5.68], [3.42, 2.69, -5.54], [2.92, 3.93, -4.77], [1.91, 3.64, -3.68], [0.60, 3.78, -3.90], [-0.06, 3.97, -5.23], [0.43, 3.03, -6.37], [3.79, 3.00, -6.54], [2.50, 4.65, -5.50], [4.29, 2.27, -5.02], [1.08, 3.60, -7.05], [0.48, 0.86, -6.05], [2.84, 0.60, -5.82], [-0.46, 2.77, -6.97], [-1.14, 3.83, -5.10], [-0.06, 4.03, -3.07], [0.07, 5.02, -5.56], [3.80, 4.42, -4.32], [2.32, 3.46, -2.66], [0.23, 0.07, -2.62], [-0.85, 2.72, -1.11], [-1.09, 1.02, -3.49], [-1.75, 2.14, -2.64], [-1.86, 0.28, -3.74], [-0.65, 1.42, -4.42], [-1.99, 3.03, -3.23], [-2.70, 1.75, -2.25], [-2.08, 2.39, 0.19], [-1.57, 2.06, 1.09], [-2.74, 1.58, -0.14], [-2.64, 3.31, 0.39], [-0.53, 4.52, -0.89], [-1.24, 5.14, -1.46], [0.49, 4.80, -1.19], [-0.63, 4.76, 0.18], [0.11, -1.68, -3.01], [1.05, -2.22, -2.90], [-0.29, -1.79, -4.03], [-0.71, -2.15, -2.29], [2.02, 0.43, -3.09], [2.73, 0.88, -2.35], [2.06, 1.00, -4.02], [2.41, -0.58, -3.26], [-7.50, -3.29, 1.70], [-6.07, -2.81, 0.90], [-5.50, -3.66, -0.07], [-4.33, -3.26, -0.72], [-3.75, -2.02, -0.42], [-4.33, -1.17, 0.53], [-5.49, -1.57, 1.21], [-2.45, -1.62, -1.07], [-1.84, -2.60, -1.63], [-2.05, -0.43, -1.02], [-5.97, -4.61, -0.30], [-3.86, -3.90, -1.47], [-3.86, -0.21, 0.73], [-5.94, -0.93, 1.96]], "charge": 1, "energy_ev": -71100.4708, "e_above_lowest_ev": 0.518, "homo_ev": [-9.535, -10.555], "lumo_energy_ev": [-2.4, -4.9], "spin_multiplicity": 5, "max_force_ev_per_a": 2.80}



[2]
{"formula": "C31H47ClO2P2V", "method": "the ωB97M-V functional and the def2-TZVPD basis", "species": ["V", "C", "C", "C", "C", "C", "C", "H", "H", "H", "C", "H", "H", "H", "C", "H", "H", "H", "C", "H", "H", "H", "C", "H", "H", "H", "C", "C", "C", "C", "C", "C", "C", "C", "H", "H", "H", "H", "H", "H", "H", "H", "H", "H", "H", "H", "P", "P", "C", "C", "H", "H", "H", "H", "C", "H", "H", "H", "C", "H", "H", "H", "C", "H", "H", "H", "C", "H", "H", "H", "Cl", "C", "C", "C", "C", "C", "C", "C", "O", "O", "H", "H", "H", "H"], "positions_angstrom": [[-0.54, -1.94, -1.80], [-0.24, -2.69, 0.39], [1.15, -2.80, -0.13], [1.12, -1.29, 1.65], [-0.18, -1.77, 1.49], [1.97, -1.96, 0.73], [-1.28, -3.76, 0.33], [-1.01, -4.59, -0.30], [-2.24, -3.38, -0.01], [-1.39, -4.14, 1.34], [-1.28, -1.54, 2.45], [-2.00, -2.37, 2.41], [-1.85, -0.61, 2.26], [-0.95, -1.44, 3.49], [1.50, -0.59, 2.91], [1.37, -1.25, 3.77], [0.83, 0.27, 3.07], [2.50, -0.17, 2.94], [3.40, -2.16, 1.07], [3.42, -2.77, 1.98], [3.97, -1.26, 1.28], [3.95, -2.70, 0.31], [1.67, -4.13, -0.60], [2.38, -4.56, 0.14], [2.21, -4.10, -1.55], [0.85, -4.85, -0.73], [-1.67, -0.29, -3.66], [-1.87, -1.64, -3.48], [-1.10, -2.77, -4.09], [0.45, -2.60, -4.03], [1.02, -1.91, -2.86], [0.87, -0.50, -2.63], [0.73, 0.37, -3.84], [-0.65, 0.28, -4.57], [-1.38, -2.95, -5.14], [0.77, -2.02, -4.91], [-1.44, -3.70, -3.62], [-0.56, -0.25, -5.54], [-2.52, 0.37, -3.44], [-2.90, -1.94, -3.14], [-0.97, 1.31, -4.86], [0.97, 1.44, -3.75], [1.66, 0.01, -2.02], [1.52, 0.04, -4.52], [0.90, -3.59, -4.12], [1.67, -2.51, -2.17], [-1.97, 1.48, -0.15], [2.18, 1.20, 0.21], [-0.49, 2.05, -1.16], [0.99, 2.37, -0.70], [-0.85, 3.03, -1.55], [-0.40, 1.41, -2.05], [1.59, 2.60, -1.61], [0.97, 3.27, -0.06], [3.23, 2.14, 1.40], [3.78, 1.38, 1.98], [2.67, 2.81, 2.07], [3.95, 2.70, 0.78], [3.71, 0.92, -0.79], [3.94, 1.86, -1.31], [3.61, 0.08, -1.48], [4.54, 0.69, -0.10], [-3.66, 2.13, -0.50], [-4.39, 1.74, 0.26], [-3.95, 1.71, -1.49], [-3.64, 3.23, -0.52], [-2.26, -0.26, -0.53], [-2.25, -0.91, 0.32], [-1.55, -0.49, -1.35], [-3.26, -0.40, -0.93], [-2.45, 5.40, 6.90], [-2.04, 4.54, 5.55], [-3.01, 3.89, 4.77], [-2.64, 3.06, 3.71], [-1.29, 2.92, 3.35], [-0.30, 3.60, 4.12], [-0.68, 4.42, 5.19], [-0.83, 2.18, 2.19], [-1.80, 1.53, 1.42], [0.35, 2.19, 1.86], [-4.05, 4.04, 5.01], [-3.39, 2.51, 3.12], [0.76, 3.46, 3.83], [0.08, 4.97, 5.73]], "charge": 2, "energy_ev": -93770.7251, "homo_ev": [-12.044, -11.993], "lumo_energy_ev": [-6.2, -6.4], "spin_multiplicity": 2, "max_force_ev_per_a": 3.79}



[3]
{"formula": "C31H47N3O12PS3", "method": "the ωB97M-V functional and the def2-TZVPD basis", "species": ["C", "C", "O", "O", "C", "C", "C", "C", "C", "C", "O", "C", "C", "C", "C", "N", "C", "C", "C", "C", "C", "C", "C", "O", "C", "C", "C", "P", "N", "O", "C", "O", "N", "C", "O", "O", "C", "O", "H", "H", "H", "H", "H", "H", "H", "H", "H", "H", "H", "H", "H", "H", "H", "H", "H", "H", "H", "H", "H", "H", "H", "H", "H", "H", "H", "H", "H", "C", "S", "O", "C", "H", "H", "H", "H", "H", "H", "C", "S", "O", "C", "H", "H", "H", "H", "H", "H", "C", "S", "O", "C", "H", "H", "H", "H", "H", "H"], "positions_angstrom": [[3.07, -4.33, 2.82], [4.26, -4.07, 1.78], [5.32, -4.75, 1.80], [4.09, -3.07, 0.77], [3.97, -1.73, 1.38], [2.44, -1.19, 1.35], [1.62, -1.28, 0.00], [2.25, -1.85, -1.37], [3.38, -0.79, -1.90], [2.76, 0.29, -2.92], [1.53, 0.90, -2.45], [0.12, -0.80, -0.05], [-0.83, -0.88, -1.33], [-1.84, -2.13, -1.15], [-3.40, -1.67, -1.02], [-4.02, -2.08, 0.28], [-5.47, -1.66, 0.34], [-5.63, -0.51, 1.46], [-5.90, 0.99, 1.08], [-6.02, 2.14, 2.13], [-5.85, 1.75, 3.64], [-5.61, 0.28, 4.09], [-5.51, -0.84, 2.99], [-5.30, -2.18, 3.47], [-0.46, -0.23, 1.27], [0.35, -0.14, 2.60], [1.83, -0.60, 2.66], [2.72, -0.40, 4.32], [2.63, -2.05, 5.04], [4.37, 0.06, 4.09], [-0.65, 0.46, 3.70], [-0.43, 1.03, 4.79], [-1.97, 0.12, 3.08], [-2.10, -1.30, 3.52], [-2.12, -1.52, 4.79], [-2.18, -2.39, 2.68], [-1.89, 0.38, 1.63], [-2.66, 0.97, 0.84], [3.53, -4.35, 3.87], [2.31, -3.46, 2.82], [2.50, -5.27, 2.55], [4.35, -1.86, 2.47], [4.67, -0.97, 0.90], [2.68, -2.91, -1.24], [1.48, -1.92, -2.22], [4.19, -1.38, -2.49], [3.84, -0.30, -0.96], [3.55, 1.11, -3.04], [2.54, -0.16, -3.97], [1.71, 1.73, -1.95], [-0.28, -0.85, -2.33], [-1.49, 0.07, -1.29], [-1.58, -2.62, -0.13], [-1.68, -2.96, -1.93], [-3.55, -0.56, -1.24], [-3.95, -2.23, -1.88], [-3.96, -3.12, 0.27], [-6.05, -2.59, 0.70], [-5.77, -1.31, -0.70], [-5.98, 1.20, -0.05], [-6.18, 3.22, 1.77], [-5.90, 2.59, 4.41], [-5.50, -0.03, 5.19], [-5.97, -2.39, 4.17], [1.71, -2.39, 4.69], [2.44, -1.84, 6.04], [4.40, 0.95, 3.68], [-2.49, 6.31, 3.59], [-3.54, 5.06, 2.81], [-4.22, 4.30, 3.89], [-2.18, 4.04, 2.19], [-3.13, 7.04, 4.08], [-1.85, 5.84, 4.34], [-1.88, 6.80, 2.83], [-1.56, 3.71, 3.03], [-1.59, 4.61, 1.48], [-2.61, 3.17, 1.69], [5.54, -2.61, -6.74], [4.03, -1.69, -7.13], [3.71, -0.83, -5.96], [2.92, -3.12, -7.06], [6.37, -1.90, -6.68], [5.43, -3.11, -5.77], [5.73, -3.34, -7.52], [2.98, -3.59, -6.08], [3.21, -3.84, -7.84], [1.91, -2.78, -7.25], [2.66, 5.63, -4.32], [1.30, 4.90, -3.38], [1.88, 4.28, -2.15], [0.97, 3.57, -4.55], [3.06, 6.47, -3.75], [3.45, 4.88, -4.47], [2.30, 5.98, -5.28], [1.86, 2.95, -4.68], [0.65, 3.99, -5.51], [0.16, 2.95, -4.15]], "charge": -1, "energy_ev": -103731.3027, "e_above_lowest_ev": 11.674, "homo_ev": -4.457, "lumo_energy_ev": 1.6, "max_force_ev_per_a": 7.72}



[4]
{"formula": "C31H47N3O3P3Zn", "method": "the ωB97M-V functional and the def2-TZVPD basis", "species": ["Zn", "O", "C", "O", "C", "C", "C", "C", "C", "C", "P", "C", "C", "C", "C", "C", "C", "C", "C", "C", "C", "C", "C", "H", "H", "H", "H", "H", "H", "H", "H", "H", "H", "H", "H", "H", "H", "C", "C", "P", "C", "C", "C", "C", "H", "H", "H", "H", "H", "H", "H", "H", "H", "H", "H", "H", "H", "H", "H", "C", "N", "C", "P", "O", "N", "C", "C", "N", "C", "C", "H", "H", "H", "H", "H", "H", "H", "H", "H", "H", "H", "H", "H", "H", "H", "H", "H", "H"], "positions_angstrom": [[10.16, 12.00, 9.55], [13.84, 11.65, 7.62], [12.88, 12.28, 8.17], [11.63, 11.91, 8.17], [13.22, 13.66, 8.70], [14.60, 13.94, 8.90], [15.06, 15.15, 9.35], [14.21, 16.22, 9.39], [12.82, 15.96, 9.40], [12.38, 14.70, 9.09], [10.57, 14.47, 9.33], [9.88, 15.42, 7.98], [9.52, 14.68, 6.82], [8.83, 15.30, 5.81], [8.73, 16.72, 5.79], [9.21, 17.42, 6.85], [9.69, 16.79, 8.00], [10.28, 15.40, 10.84], [9.01, 15.98, 11.08], [8.62, 16.44, 12.35], [9.52, 16.40, 13.42], [10.85, 15.95, 13.15], [11.21, 15.43, 11.93], [15.31, 13.14, 8.70], [16.08, 15.27, 9.65], [14.63, 17.22, 9.49], [12.12, 16.77, 9.58], [9.87, 13.62, 6.78], [8.43, 14.71, 4.97], [8.29, 17.25, 4.97], [9.32, 18.47, 6.79], [10.00, 17.39, 8.87], [8.36, 16.22, 10.22], [7.57, 16.81, 12.46], [9.24, 16.74, 14.42], [11.58, 16.02, 13.97], [12.21, 14.99, 11.83], [5.66, 12.59, 8.17], [7.14, 12.84, 8.51], [7.85, 11.75, 9.77], [7.06, 10.10, 9.45], [7.48, 9.61, 8.04], [7.22, 12.39, 11.33], [7.74, 11.61, 12.59], [5.19, 13.55, 7.79], [5.09, 12.24, 9.08], [5.57, 11.80, 7.42], [7.32, 13.88, 8.80], [7.72, 12.66, 7.62], [5.99, 10.06, 9.60], [7.40, 9.43, 10.27], [7.03, 10.19, 7.24], [7.20, 8.59, 7.91], [8.58, 9.72, 7.91], [6.14, 12.40, 11.25], [7.53, 13.51, 11.40], [7.97, 10.59, 12.25], [7.09, 11.70, 13.45], [8.71, 12.11, 12.90], [10.46, 7.21, 10.93], [11.47, 8.00, 11.64], [12.39, 7.18, 12.46], [11.98, 9.43, 10.97], [10.78, 10.13, 10.36], [12.84, 10.22, 12.13], [12.52, 10.18, 13.59], [13.62, 11.39, 11.68], [13.13, 9.10, 9.80], [12.60, 8.61, 8.53], [14.57, 8.95, 9.98], [10.79, 6.19, 10.71], [10.15, 7.73, 9.99], [9.51, 7.17, 11.51], [12.55, 6.14, 12.09], [12.08, 7.10, 13.55], [13.34, 7.69, 12.45], [11.75, 9.42, 13.75], [12.18, 11.18, 13.89], [13.41, 9.87, 14.15], [13.62, 11.46, 10.60], [14.64, 11.34, 12.03], [13.20, 12.32, 12.01], [11.76, 9.27, 8.27], [12.22, 7.59, 8.61], [13.34, 8.72, 7.73], [14.95, 9.58, 10.80], [15.10, 9.17, 9.05], [14.86, 7.92, 10.11]], "charge": 1, "energy_ev": -119804.1472, "homo_ev": -10.703, "lumo_energy_ev": -2.2, "max_force_ev_per_a": 3.78}



[5]
{"formula": "C31H47N4O7P2Ru", "method": "the ωB97M-V functional and the def2-TZVPD basis", "species": ["Ru", "C", "C", "C", "C", "C", "C", "C", "C", "C", "C", "C", "C", "N", "C", "C", "N", "C", "C", "C", "C", "C", "C", "C", "C", "C", "C", "C", "C", "H", "H", "H", "H", "H", "H", "H", "H", "H", "H", "H", "H", "H", "H", "H", "H", "H", "H", "H", "H", "H", "H", "H", "H", "H", "H", "H", "H", "H", "H", "H", "H", "H", "H", "H", "H", "C", "C", "O", "P", "O", "O", "O", "P", "O", "O", "O", "H", "H", "H", "H", "H", "H", "H", "N", "C", "C", "N", "C", "H", "H", "H", "H"], "positions_angstrom": [[0.06, 0.20, 0.17], [0.57, -2.49, -3.22], [1.27, -1.24, -2.69], [1.61, -0.27, -3.83], [2.52, -1.57, -1.91], [3.39, -2.54, -2.37], [4.56, -2.82, -1.68], [4.81, -2.17, -0.48], [3.95, -1.21, 0.03], [4.20, -0.77, 1.45], [3.62, 0.58, 1.88], [3.64, -1.89, 2.33], [2.82, -0.86, -0.73], [2.00, 0.23, -0.43], [2.36, 1.45, -0.86], [1.43, 2.46, -0.82], [0.18, 2.14, -0.39], [-0.81, 3.13, -0.41], [-1.93, 2.93, -1.24], [-2.85, 3.96, -1.37], [-2.67, 5.17, -0.71], [-1.58, 5.34, 0.13], [-0.65, 4.33, 0.31], [0.47, 4.50, 1.31], [-0.10, 4.84, 2.69], [1.47, 5.57, 0.87], [-2.08, 1.66, -2.04], [-3.53, 1.21, -2.15], [-1.46, 1.84, -3.43], [-0.41, -2.24, -3.61], [0.47, -3.23, -2.43], [1.14, -2.94, -4.04], [0.55, -0.74, -2.00], [2.36, -0.72, -4.47], [2.01, 0.66, -3.43], [0.73, -0.05, -4.42], [3.18, -3.08, -3.28], [5.25, -3.56, -2.05], [5.70, -2.43, 0.08], [5.29, -0.73, 1.60], [2.54, 0.58, 1.79], [4.02, 1.39, 1.28], [3.89, 0.76, 2.92], [2.59, -2.05, 2.08], [3.74, -1.63, 3.38], [4.16, -2.82, 2.16], [3.36, 1.61, -1.27], [1.63, 3.45, -1.19], [-3.71, 3.83, -2.00], [-3.38, 5.96, -0.83], [-1.45, 6.28, 0.64], [1.00, 3.55, 1.40], [-0.56, 5.83, 2.69], [0.70, 4.85, 3.43], [-0.84, 4.11, 2.99], [1.01, 6.56, 0.86], [1.86, 5.37, -0.12], [2.31, 5.60, 1.56], [-1.51, 0.86, -1.51], [-4.08, 1.84, -2.85], [-4.01, 1.27, -1.17], [-3.59, 0.18, -2.50], [-1.96, 2.65, -3.96], [-1.57, 0.93, -4.01], [-0.41, 2.08, -3.35], [-2.21, -3.10, -0.86], [-2.15, -2.97, 0.65], [-2.95, -3.94, 1.23], [-2.76, -1.32, 1.19], [-4.29, -1.36, 0.79], [-2.79, -1.34, 2.78], [-2.11, -0.09, 0.66], [-0.37, -3.07, 1.18], [-0.60, -2.88, 2.82], [0.33, -4.34, 0.93], [0.29, -1.79, 0.71], [-3.25, -3.11, -1.18], [-1.74, -4.04, -1.14], [-1.68, -2.26, -1.32], [-2.84, -3.96, 2.19], [-4.81, -0.64, 1.13], [-1.98, -1.70, 3.16], [-0.16, -3.63, 3.23], [-0.21, 0.10, 4.62], [-1.21, 0.99, 4.38], [-1.09, 1.34, 3.07], [-0.03, 0.69, 2.52], [0.48, -0.06, 3.47], [-0.02, -0.36, 5.50], [-1.91, 1.29, 5.14], [-1.70, 2.01, 2.49], [1.33, -0.70, 3.37]], "charge": 1, "energy_ev": -74363.4350, "e_above_lowest_ev": 0.000, "homo_ev": [-11.397, -11.382], "lumo_energy_ev": [-4.4, -4.4], "max_force_ev_per_a": 4.04}